{"formula": "CH8N5O", "method": "ωB97M-V/def2-TZVPD", "symbols": ["N", "H", "H", "H", "H", "N", "H", "O", "H", "N", "H", "N", "H", "N", "C"], "coordinates": [[-0.450, -0.484, 0.330], [0.730, 2.227, -0.261], [-3.434, 0.926, -0.264], [-1.390, 0.287, -1.585], [0.631, -1.058, -1.264], [0.686, -0.775, -0.295], [1.247, -1.903, 1.394], [1.808, 0.687, -0.463], [2.112, 2.169, 0.888], [1.351, -2.010, 0.378], [2.345, -1.956, 0.111], [1.327, 1.676, 0.235], [-2.883, -0.146, 1.077], [-2.646, 0.292, 0.132], [-1.437, 0.067, -0.413]], "charge": 1, "e_tot_ha": -391.45873, "e_above_lowest_ev": 3.8388, "homo_ev": [-13.099, -13.215], "gap_ev": [8.154, 8.133]}